(1)
20
Properties=species:S:1:pos:R:3:mulliken_charge:R:1 method="wB97M-V/def2-TZVPD" energy_ev=-8368.493 total_charge=+1 homo_energy_ev=-13.5 orbital_gap_ev=10.681 lumo_ev=-2.8 de_lowest_kcal_mol=53.4 smiles="C=C(CCN)[NH2+]C"
C 0.1167 -1.7133 0.9064 -0.58
C -0.9276 -1.0345 0.0091 -0.73
C -0.8544 0.4784 0.1613 0.35
C -1.8712 1.1902 0.6498 -0.90
C 0.6940 1.3161 -1.6342 -0.88
N 0.4098 1.0975 -0.2244 -0.14
N 1.4506 -1.0594 0.6802 -0.57
H 0.2403 -2.7861 0.7722 0.38
H -0.1589 -1.4686 1.9316 0.36
H -0.6690 -1.2293 -1.0286 0.23
H -1.9266 -1.2983 0.3382 0.41
H -1.7302 2.1490 1.1402 0.24
H -2.9020 0.9220 0.4309 0.30
H 0.0609 2.0473 -2.1255 0.36
H 0.6349 0.3899 -2.1896 0.31
H 1.7007 1.6933 -1.7723 0.38
H 0.5706 1.9187 0.3513 0.38
H 2.0903 -1.2828 1.4331 0.26
H 1.9308 -1.5645 -0.0685 0.28
H 1.1403 0.2345 0.2387 0.55

***

(2)
20
Properties=species:S:1:pos:R:3:mulliken_charge:R:1 method="wB97M-V/def2-TZVPD" energy_ev=-8367.074 total_charge=+1 homo_energy_ev=-13.4 orbital_gap_ev=8.509 lumo_ev=-4.9 de_lowest_kcal_mol=86.2
C 1.3419 1.8398 -1.1628 -0.62
C 1.0549 1.0849 -0.1711 0.59
C 2.0684 -0.8537 0.9620 -1.08
C 1.3249 0.4787 1.0877 -0.32
C -1.7879 -0.5576 0.1121 -0.52
N -3.0056 -0.9881 -0.5085 -0.54
N -0.9590 0.1123 -0.9046 -0.51
H 0.7653 1.9563 -2.0654 0.30
H 2.2351 2.4587 -1.1350 0.29
H 2.3737 -1.1957 1.9487 0.34
H 2.9599 -0.7353 0.3482 0.36
H 1.4348 -1.6126 0.5125 0.32
H 0.4202 0.3762 1.6891 0.28
H 1.9572 1.2086 1.6194 0.35
H -1.9992 0.1773 0.8909 0.43
H -1.1879 -1.3739 0.5347 0.30
H -3.8450 -0.7617 0.0005 0.23
H -3.0132 -1.9534 -0.8026 0.22
H -0.6628 -0.5374 -1.6268 0.26
H -1.4759 0.8766 -1.3291 0.31

***

(3)
20
Properties=species:S:1:pos:R:3:mulliken_charge:R:1 method="wB97M-V/def2-TZVPD" energy_ev=-8366.254 total_charge=+1 homo_energy_ev=-14.0 orbital_gap_ev=10.862 lumo_ev=-3.1 de_lowest_kcal_mol=105.1
C 1.5085 -1.2446 0.0185 0.10
C 0.7321 -0.7120 -0.7485 -0.57
C -0.3101 -1.5961 -2.8824 -0.98
C -0.2430 -0.4998 -1.7615 -0.04
C -0.5476 1.2550 2.2830 -0.52
N 0.9071 1.0770 1.6688 -0.26
N -1.3114 0.9216 1.1833 -0.38
H 1.0182 0.2086 0.9529 -0.09
H 2.1913 -1.5027 0.9273 0.42
H -0.3866 -1.1866 -3.8602 0.31
H -1.2799 -2.1443 -2.6819 0.26
H 0.6717 -2.1283 -2.7606 0.34
H 0.0426 0.5647 -2.2128 0.24
H -1.1626 -0.3449 -1.1915 0.20
H -0.6095 0.5746 3.2345 0.29
H -0.6724 2.2273 2.5910 0.39
H 1.1498 1.8766 0.9975 0.43
H 1.6852 1.0138 2.3587 0.37
H -1.7488 1.6958 0.6551 0.23
H -1.6344 -0.0558 1.2287 0.27

***

(4)
20
Properties=species:S:1:pos:R:3:mulliken_charge:R:1 method="wB97M-V/def2-TZVPD" energy_ev=-8367.059 total_charge=+1 homo_energy_ev=-12.9 orbital_gap_ev=9.176 lumo_ev=-3.7 de_lowest_kcal_mol=86.5
C -0.4109 2.0539 0.1676 -0.78
C 1.0719 2.2477 0.5941 -0.01
C 2.1909 1.6491 0.1376 -0.78
H -0.8920 2.9904 -0.1248 0.39
H -0.5237 1.4774 -0.8234 0.10
H -0.9459 1.6359 1.0069 0.25
H 1.1885 2.9808 1.4003 0.26
H 3.1664 1.8117 0.6538 0.24
H 2.2652 1.0196 -0.7206 0.34
C -0.2814 -2.0262 -0.6573 -0.21
C -0.5027 -1.6542 0.6329 -0.32
N 0.4721 -0.9504 1.3383 -0.46
N -1.4956 -2.0420 -1.5042 -0.33
H 0.6014 -2.2651 -1.2756 0.39
H -1.4160 -2.0379 1.1354 0.34
H 0.0540 -0.5206 2.2392 0.34
H 1.0267 -0.2525 0.8538 0.19
H -1.5783 -2.8303 -2.1367 0.35
H -1.6870 -1.2036 -2.0530 0.33
H -2.3036 -2.0838 -0.8642 0.35

***

(5)
20
Properties=species:S:1:pos:R:3:mulliken_charge:R:1 method="wB97M-V/def2-TZVPD" energy_ev=-8363.739 total_charge=+1 spin_multiplicity=3 homo_energy_ev="-11.4 / -15.4" s_squared=2.01 orbital_gap_ev="8.628 / 10.748" lumo_ev="-2.8 / -4.6" de_lowest_kcal_mol=23.9
C 0.8238 0.8885 -1.2841 -0.49
C 1.3783 -0.5559 -0.9335 -0.48
C 0.1575 0.9462 0.0668 0.05
C -2.4602 -0.2046 -0.4286 -1.03
C 0.1379 -1.6521 1.0639 -0.84
N 0.2403 1.9984 0.9912 -0.51
N 0.6815 -0.3661 0.4392 0.08
H 1.6921 1.5279 -1.3161 0.33
H 0.2011 1.1306 -2.1441 0.30
H 1.0261 -1.3905 -1.6977 0.29
H 2.4215 -0.4583 -0.8396 0.33
H -2.4343 0.2449 -1.4100 0.35
H -2.5200 0.3194 0.5502 0.30
H -2.6841 -1.2069 -0.3113 0.42
H -0.6278 -1.5267 1.9093 0.32
H -0.3486 -2.2756 0.2287 0.32
H 0.9069 -2.2477 1.4688 0.38
H 0.5396 2.8630 0.6038 0.24
H -0.3887 2.0487 1.7665 0.21
H 1.2570 -0.0832 1.2765 0.42

***

(6)
21
Properties=species:S:1:pos:R:3:mulliken_charge:R:1 method="wB97M-V/def2-TZVPD" energy_ev=-10412.454 total_charge=-1 homo_energy_ev=-2.7 orbital_gap_ev=3.432 lumo_ev=0.8 de_lowest_kcal_mol=259.3
C -0.1761 2.5837 -0.4765 -0.66
N -1.6796 0.3146 -1.2911 -0.69
C -1.6836 -0.1734 0.0971 -0.18
C -1.4836 -1.7687 0.2985 -0.35
O -0.7110 -2.1307 1.3930 -0.70
C 1.0415 2.0441 -0.3422 -0.31
N 2.8469 0.0968 -0.1043 -0.59
C 1.6861 -0.6103 0.4737 -0.67
H -0.7179 3.0638 0.3644 0.29
H -0.6830 2.1582 -1.3981 0.37
H -1.1345 -0.2816 -1.8819 0.25
H -2.6637 0.1309 0.3724 0.47
H -0.9434 0.2624 0.7141 0.07
H -2.4309 -2.3674 0.3740 0.26
H -0.9139 -2.0668 -0.6516 0.12
H 2.0831 2.5669 -0.2186 0.29
H 1.1011 1.0116 -0.6358 0.15
H 3.5538 -0.5505 -0.5612 0.12
H 0.9309 0.0377 0.9995 0.13
H 1.9953 -1.2864 1.2564 0.34
H 1.0347 -0.9661 -0.4138 0.27